36
Properties=species:S:1:pos:R:3:nbo_charge:R:1 method="wB97M-V/def2-TZVPD" lumo_ha=0.0135 homo_lumo_gap_ev=9.401 relative_energy_kcal_mol=256.30 fmax_ev_per_a=19.8
C 6.68789 1.45101 0.03251 -0.56
C 5.41249 1.04600 -0.57150 -0.41
C 4.80837 0.01677 0.23233 -0.37
C 3.32469 -0.50518 -0.28235 -0.38
C 2.69702 -1.77758 0.42790 -0.06
H 2.46834 -1.35453 1.66394 0.16
H 3.22341 -2.61083 0.73072 0.21
O 1.39927 -2.02705 -0.07181 -0.54
C 0.29545 -1.28899 0.27362 0.88
O 0.37650 -0.38727 1.06649 -0.62
N -0.82773 -1.64311 -0.20715 -0.59
C -2.12473 -1.22057 -0.15984 0.20
N -3.05469 -2.00069 -0.71424 -0.29
N -4.16241 -1.05908 -0.26237 -0.32
C -4.01445 -0.15115 0.33716 0.20
C -5.14326 0.73076 1.09493 -0.42
H -5.21804 0.35350 2.07271 0.24
H -4.74865 1.74016 1.01717 0.21
C -6.27024 0.73847 0.11395 -0.38
C -6.26296 1.20475 -1.12652 -0.61
H -7.22588 1.07017 -1.86373 0.23
H -6.05062 2.29874 -1.08385 0.19
H -5.49306 0.69495 -1.72648 0.22
H -7.21791 1.23992 0.87323 0.16
H -6.66471 -0.24882 -0.09447 0.22
S -2.22702 0.12344 0.91050 0.27
H -0.67413 -2.85296 -0.80337 0.42
H 2.63521 0.54929 -0.24736 0.21
H 3.26065 -0.83794 -1.18347 0.17
H 4.60061 0.20679 1.37148 0.20
H 5.32319 -0.83107 0.17966 0.18
H 4.56485 1.89745 -0.66242 0.18
H 5.36963 0.77730 -1.58938 0.21
H 6.55269 1.66252 0.95721 0.19
H 7.28475 0.53712 -0.08917 0.20
H 7.09549 2.45769 -0.61603 0.20

***

41
Properties=species:S:1:pos:R:3:nbo_charge:R:1 method="wB97M-V/def2-TZVPD" lumo_ha="-0.1487 / -0.1809" homo_lumo_gap_ev="7.552 / 6.388" relative_energy_kcal_mol=8.88 spin_multiplicity=4 total_charge=+1 s_squared=3.79 fmax_ev_per_a=6.4
O -5.30460 4.75295 -4.17758 -0.42
C -4.43574 4.33678 -3.54891 0.58
V -0.62559 2.61524 -0.80537 0.14
O -2.91688 0.93065 -2.22979 -0.43
C -2.24823 1.80475 -1.84957 0.50
C 1.09697 2.76041 -0.04015 0.56
O 2.16572 2.85396 0.42985 -0.44
C -1.74936 2.87189 0.70467 0.57
O -2.42626 2.94428 1.65098 -0.41
C -0.15836 1.75873 -2.52344 0.55
O 0.02744 1.28305 -3.57272 -0.41
H -3.10449 3.72026 -2.57585 -0.02
C 2.07183 -0.65429 -1.67912 -0.42
N 1.86975 -0.67154 -0.23085 -0.81
C 3.06224 -0.29700 0.52580 -0.41
P 0.34123 -0.49843 0.39112 2.48
O -0.51590 0.65934 0.00531 -1.10
N -0.41160 -1.86741 -0.13562 -0.81
C -1.86839 -1.95893 -0.18462 -0.41
C 0.26570 -3.15223 -0.29398 -0.41
N 0.59505 -0.50357 2.03625 -0.83
C 0.68656 -1.76776 2.77037 -0.41
C 0.15786 0.63459 2.84695 -0.40
H 2.93899 -1.29278 -1.89613 0.22
H 2.29542 0.35815 -2.04806 0.19
H 1.19883 -1.04964 -2.21128 0.22
H 3.38186 0.73220 0.30873 0.20
H 2.86591 -0.39274 1.59931 0.23
H 3.87040 -0.98361 0.24118 0.21
H -2.16621 -2.40936 -1.14340 0.21
H -2.24997 -2.59478 0.63166 0.20
H -2.32410 -0.96667 -0.10970 0.22
H -0.00534 -3.58071 -1.27121 0.21
H 1.35420 -3.02389 -0.25592 0.23
H -0.04669 -3.86361 0.48946 0.20
H 0.89188 -1.52168 3.81931 0.22
H -0.25763 -2.33457 2.72476 0.20
H 1.50490 -2.39779 2.39532 0.21
H 0.42073 0.41525 3.88768 0.22
H 0.67854 1.55098 2.54062 0.20
H -0.92667 0.79954 2.78400 0.19

***

31
Properties=species:S:1:pos:R:3:nbo_charge:R:1 method="wB97M-V/def2-TZVPD" lumo_ha=0.0346 homo_lumo_gap_ev=9.666 relative_energy_kcal_mol=73.25 fmax_ev_per_a=4.4
C -1.82991 -0.30930 0.52445 -0.11
C -1.05794 0.61192 0.39474 -0.05
C 2.40976 -0.71733 0.06284 -0.20
C 1.08065 -1.19293 -0.22913 -0.21
C 1.39995 0.20200 -0.59139 -0.31
C 2.79025 -0.41333 1.47923 -0.61
C 0.81621 -2.32185 -1.25838 -0.60
C -3.74617 -1.18868 -0.84240 -0.58
C -0.08428 3.96008 0.30623 -0.94
C -2.97906 -1.10228 0.55909 -0.49
C 0.71980 1.33700 0.06055 -0.41
P 0.35058 2.71688 -0.99463 0.61
H 3.27966 -1.14736 -0.51323 0.21
H 0.33520 -1.24568 0.53346 0.24
H 1.76122 0.39966 -1.56126 0.22
H 3.54830 0.45375 1.52275 0.21
H 3.16258 -1.41374 1.88464 0.22
H 1.72202 -0.13354 1.94131 0.21
H 1.00539 -1.97180 -2.33876 0.20
H -0.22704 -2.52635 -1.21733 0.22
H 1.51524 -3.07813 -1.07918 0.21
H -3.16504 -1.88103 -1.65435 0.20
H -3.95468 -0.22828 -1.31169 0.21
H -4.68648 -1.74212 -0.71031 0.21
H 0.48749 4.84417 0.15896 0.24
H 0.19632 3.70819 1.37261 0.22
H -1.17777 3.96264 0.43096 0.24
H -2.67821 -2.12284 0.55951 0.23
H -3.58598 -0.84907 1.40175 0.23
H 1.04551 1.60058 1.09697 0.24
H 1.56641 3.21535 -1.40566 -0.05

***

48
Properties=species:S:1:pos:R:3:nbo_charge:R:1 method="wB97M-V/def2-TZVPD" lumo_ha=-0.0481 homo_lumo_gap_ev=6.831 relative_energy_kcal_mol=59.73 fmax_ev_per_a=6.4
C 1.20343 -0.36452 2.06533 -0.40
Br 1.64161 -0.71349 4.01494 0.11
Br 2.38479 1.15159 1.28826 0.07
Br -0.76515 0.09766 2.03786 0.06
H 1.28329 -1.27729 1.47494 0.21
C 0.55655 2.41241 5.04029 -0.42
Br 1.13033 1.90341 6.95561 0.04
Br 1.74405 3.81645 4.41811 0.08
Br -1.36091 3.10354 4.90571 0.07
H 0.83546 1.60115 4.36785 0.21
C -0.54553 2.40109 -1.11450 -0.28
C -1.64901 2.82168 -0.36586 -0.23
C -2.93199 2.82726 -0.90088 0.24
C -3.08786 2.45851 -2.25238 -0.24
C -1.99068 2.20562 -3.09409 -0.27
C -0.79020 1.98582 -2.44642 0.30
O 0.26178 1.39909 -3.11221 -0.71
O -4.02874 3.04982 -0.13534 -0.69
H 0.44211 2.21873 -0.71737 0.22
H -1.63915 3.17319 0.65529 0.22
H -4.10216 2.48961 -2.62200 0.21
H -2.06702 1.96335 -4.14379 0.23
H 0.76692 0.83858 -2.51868 0.51
H -4.63625 2.30887 -0.19466 0.48
C 0.35072 -1.68115 -1.94364 0.77
O 1.33078 -0.95346 -2.03507 -0.74
N 0.14644 -2.64711 -1.12158 -0.82
N -0.75229 -1.49520 -2.58308 -0.81
H 1.00931 -2.84763 -0.63646 0.41
H -0.72670 -3.14344 -1.01494 0.41
H -1.36681 -2.29638 -2.60712 0.38
H -0.58883 -0.85734 -3.34893 0.42
C -0.89843 -4.05290 3.30019 0.73
O 0.26901 -4.15523 3.51639 -0.68
N -1.76040 -4.86308 3.80000 -0.81
N -1.38735 -3.06959 2.65804 -0.82
H -1.45897 -5.64110 4.36915 0.42
H -2.69535 -4.75150 3.43461 0.37
H -0.81644 -2.26699 2.43444 0.40
H -2.38027 -2.97718 2.49783 0.38
C 3.86492 0.91727 -3.23100 0.75
O 4.13400 2.05137 -3.60744 -0.68
N 3.60688 -0.15238 -3.99845 -0.84
N 3.65308 0.74553 -1.96302 -0.83
H 3.41791 -1.03316 -3.54169 0.39
H 3.54216 -0.05081 -5.00125 0.41
H 3.25437 -0.14350 -1.69704 0.39
H 3.59671 1.49281 -1.28589 0.40

***

34
Properties=species:S:1:pos:R:3:nbo_charge:R:1 method="wB97M-V/def2-TZVPD" lumo_ha="-0.1945 / -0.1945" homo_lumo_gap_ev="7.744 / 7.743" relative_energy_kcal_mol=6.57 total_charge=+1 fmax_ev_per_a=1.6
C -0.37873 2.32272 0.08645 0.13
C -1.33445 1.26332 -0.03341 0.19
C 1.91740 1.35644 0.24943 0.08
C 0.97870 0.15801 -1.72176 -0.66
C 3.11865 -0.61313 -0.61886 -0.67
C 3.06218 1.64890 1.17528 -0.65
C -1.01327 -2.31727 0.31359 -0.60
C -2.90930 -1.23774 -0.92434 -0.62
C -2.72214 -0.96518 1.56426 -0.60
C 1.97174 0.33152 -0.65611 0.18
C -1.93215 -1.09133 0.24813 0.08
N -1.06395 0.04745 0.14659 -0.34
N 0.91981 2.30335 0.30115 -0.38
Cl -2.95100 1.95117 -0.35366 -0.02
H -0.82299 3.31097 0.10858 0.24
H 0.13189 -0.40603 -1.29502 0.27
H 0.55411 1.10121 -2.06488 0.22
H 1.38421 -0.39883 -2.56154 0.25
H 4.05139 -0.09675 -0.85422 0.25
H 3.24100 -1.04774 0.37243 0.24
H 2.98755 -1.41402 -1.33938 0.24
H 2.79400 2.39200 1.92331 0.22
H 3.36624 0.74805 1.70265 0.25
H 3.93043 2.01075 0.62168 0.24
H -0.55905 -2.50549 -0.65683 0.21
H -0.22532 -2.16157 1.04478 0.22
H -1.58270 -3.19718 0.59507 0.23
H -2.37716 -1.21899 -1.87416 0.21
H -3.42051 -2.19291 -0.83270 0.24
H -3.65896 -0.45400 -0.92952 0.23
H -3.33756 -1.85102 1.68943 0.23
H -2.04235 -0.88656 2.40801 0.22
H -3.36701 -0.09196 1.54459 0.22
H 1.28931 3.20182 0.62100 0.43

***

48
Properties=species:S:1:pos:R:3:nbo_charge:R:1 method="wB97M-V/def2-TZVPD" lumo_ha=0.0501 homo_lumo_gap_ev=5.466 relative_energy_kcal_mol=0.00 total_charge=-1 fmax_ev_per_a=2.2
C 3.30012 0.54321 1.17030 -0.28
C 2.83502 -0.56191 1.22230 0.03
C 2.13801 -1.89272 1.41689 -0.10
C 0.74080 -1.79035 0.72194 -0.38
C -0.46396 -2.12588 1.63062 -0.45
C -1.80907 -1.99987 0.85460 -0.46
I -3.22492 -3.44248 1.66713 0.00
N 2.91906 -2.91187 0.68255 -0.74
I 4.59355 -3.51012 1.77083 0.24
C 2.07590 -2.16308 2.96507 0.72
O 1.61935 -3.22424 3.42597 -0.77
O 2.54574 -1.27987 3.69730 -0.74
H 3.63557 1.53197 1.41464 0.23
H 0.72158 -2.50160 -0.12489 0.20
H 0.59501 -0.77881 0.31110 0.22
H -0.38392 -3.18032 1.93782 0.24
H -0.46981 -1.54698 2.56356 0.23
H -1.67172 -2.15147 -0.22381 0.21
H -2.27246 -1.01582 1.00630 0.21
H 2.36775 -3.75039 0.51821 0.38
C -3.91308 2.00398 -0.25882 -0.49
N -2.77659 1.76733 0.67009 0.53
O -3.03092 1.29262 1.75780 -0.37
O -1.67259 2.06764 0.27038 -0.37
H -4.82870 1.69179 0.22763 0.23
H -3.93548 3.06805 -0.48171 0.22
H -3.73152 1.41779 -1.15455 0.25
C -7.39138 0.05188 -2.42521 -0.48
N -5.97501 0.01418 -1.97165 0.53
O -5.11525 0.25797 -2.79447 -0.38
O -5.78173 -0.25858 -0.80764 -0.36
H -7.41126 0.30674 -3.47919 0.23
H -7.81442 -0.93432 -2.25605 0.24
H -7.90404 0.80547 -1.83376 0.23
C 3.67991 5.36197 1.37606 -0.49
N 4.93064 4.62023 1.05975 0.54
O 4.91308 3.41903 1.19689 -0.35
O 5.88037 5.27962 0.68546 -0.39
H 2.92554 4.64991 1.69378 0.24
H 3.90961 6.06516 2.17165 0.23
H 3.36941 5.87888 0.47241 0.23
C 3.76307 -1.38024 -3.35962 -0.49
N 2.36434 -1.82282 -3.12884 0.54
O 1.50210 -0.97012 -3.12351 -0.38
O 2.18834 -3.01258 -2.96272 -0.38
H 3.77248 -0.30402 -3.49188 0.23
H 4.34432 -1.66667 -2.48624 0.26
H 4.12006 -1.88346 -4.25436 0.22